C5H7NO as an isolated structure at a distorted geometry. Source: OMol25; level of theory: ωB97M-V/def2-TZVPD.

Its gap between HOMO and LUMO is 10.19 eV. For the largest force on an atom, the calculation gives 3.5 eV/A. The calculation puts the energy above the lowest of the compared OMol25 structures with the same formula, charge and spin at 593.11 kJ/mol.

Structure (ORCA input):
```
! RIJCOSX wB97M-V def2-TZVPD def2/J DEFGRID3
* xyz 0 1
O -0.631 2.280 -0.209
C 0.114 1.017 -0.932
C 0.962 0.125 -0.005
C -0.330 -0.271 0.759
C 0.076 -1.726 0.671
N 0.570 -1.202 -0.677
C -0.669 -0.285 -0.752
H 0.084 2.849 0.129
H 0.115 1.870 -1.595
H 1.974 0.237 0.397
H -0.837 0.320 1.519
H 0.869 -2.088 1.339
H -0.722 -2.478 0.597
H -1.575 -0.650 -1.241
*
```

Atom charges from the natural (NBO) analysis, given in e for atoms 1 to 5: -0.798, 0.027, -0.100, -0.204, -0.241


C5H7NO as an isolated structure at a distorted geometry. Source: OMol25; level of theory: ωB97M-V/def2-TZVPD.

Its gap between HOMO and LUMO is 8.63 eV. For the largest force on an atom, the calculation gives 5.7 eV/A. The calculation puts the energy above the lowest of the compared OMol25 structures with the same formula, charge and spin at 429.98 kJ/mol.

Structure (ORCA input):
```
! RIJCOSX wB97M-V def2-TZVPD def2/J DEFGRID3
* xyz 0 1
C 0.940 0.411 -1.832
C -1.601 0.244 1.030
C 0.643 -0.044 -0.461
C -0.372 -0.453 0.618
C 0.820 -0.636 1.395
O -0.351 -1.117 -0.606
N 1.670 -0.227 0.520
H 0.915 -0.966 2.435
H 0.056 0.700 -2.404
H 1.432 -0.416 -2.364
H 1.654 1.240 -1.827
H -1.380 1.221 1.474
H -2.318 0.389 0.218
H -2.107 -0.345 1.806
*
```

Atom charges from the natural (NBO) analysis, given in e for atoms 1 to 5: -0.632, -0.636, 0.273, 0.185, 0.077


gap between HOMO and LUMO of number 1 (C5H7NO)?
10.19 eV


largest force on an atom of number 1 (C5H7NO)?
3.5 eV/A